1.
{
  "formula": "C31H63BrN9O8S",
  "method": "ωB97M-V/def2-TZVPD",
  "homo_energy_ev": -9.778,
  "e_tot_ha": -5285.27581,
  "gap_ev": 6.84,
  "charge": 1,
  "species": ["C", "C", "C", "C", "C", "C", "C", "C", "C", "C", "C", "C", "C", "N", "C", "N", "N", "C", "C", "C", "C", "C", "N", "C", "C", "C", "C", "C", "S", "Br", "C", "C", "N", "C", "H", "H", "H", "H", "H", "H", "H", "H", "H", "H", "H", "H", "H", "H", "H", "H", "H", "H", "H", "H", "H", "H", "H", "H", "H", "H", "H", "H", "H", "H", "H", "H", "H", "H", "H", "H", "H", "H", "H", "H", "H", "H", "H", "H", "H", "H", "H", "H", "H", "H", "H", "C", "N", "O", "O", "H", "H", "H", "C", "N", "O", "O", "H", "H", "H", "C", "N", "O", "O", "H", "H", "H", "C", "N", "O", "O", "H", "H", "H"],
  "xyz": [[1.855892, -6.955704, 0.554025], [0.620976, -7.857590, 0.555156], [-0.721663, -7.103495, 0.578575], [-0.681569, -5.810875, 1.409550], [-2.089982, -5.308830, 1.788156], [-2.322222, -3.789712, 1.624133], [-2.485695, -3.040068, 2.943171], [-1.252230, -2.923534, 3.872229], [0.116093, -3.043497, 3.195445], [1.121329, -2.076307, 3.865284], [0.900212, -0.672043, 3.250993], [1.880498, -0.275110, 2.123628], [2.376254, 1.160041, 2.325305], [2.665166, 1.956639, 1.111567], [3.812649, 1.651441, 0.494004], [4.597806, 0.600968, 0.870078], [4.233568, 2.463838, -0.489039], [3.279147, 2.995505, -1.508511], [3.934077, 4.245840, -2.092006], [3.294132, 4.835559, -3.344122], [3.625362, 4.046261, -4.629810], [2.416780, 3.970306, -5.558982], [2.755165, 3.740908, -6.954929], [3.917557, 4.016610, -7.624009], [3.762797, 3.609153, -8.925522], [2.460710, 3.076484, -9.053615], [1.862478, 3.175712, -7.822348], [1.845221, 3.132487, -0.942642], [0.694761, 2.751772, -2.337206], [1.481250, 4.936392, -0.311807], [1.525882, 2.060374, 0.122930], [0.153315, 2.183418, 0.803676], [0.077961, 3.115904, 1.934825], [-1.054605, 4.043316, 1.871485], [1.763368, -6.119926, -0.140556], [2.757349, -7.521621, 0.326363], [2.014886, -6.516760, 1.540196], [0.670754, -8.492586, 1.440751], [0.663235, -8.476705, -0.339801], [-0.947482, -6.823372, -0.452376], [-1.503901, -7.740455, 0.987003], [-0.180624, -5.036683, 0.831705], [-0.118796, -6.019368, 2.320467], [-2.790050, -5.811488, 1.117780], [-2.357747, -5.622585, 2.797668], [-3.270329, -3.675560, 1.103396], [-1.580082, -3.341587, 0.963877], [-2.886010, -2.039901, 2.775425], [-3.263535, -3.577169, 3.491970], [-1.293838, -1.920914, 4.305280], [-1.332337, -3.607540, 4.715845], [0.049083, -2.729077, 2.154936], [0.501734, -4.057706, 3.264623], [0.897975, -1.994116, 4.928272], [2.147221, -2.406567, 3.731581], [-0.105205, -0.670962, 2.824002], [0.898548, 0.068620, 4.051575], [2.715101, -0.971302, 2.170363], [1.348399, -0.424883, 1.184159], [3.293391, 1.114182, 2.902788], [1.680285, 1.692745, 2.955898], [4.187189, -0.316403, 0.868591], [5.558265, 0.681941, 1.151708], [5.019465, 2.034812, -0.961702], [3.216644, 2.277483, -2.329444], [4.938802, 3.923091, -2.388096], [4.088004, 4.989156, -1.313346], [2.224053, 4.995178, -3.246176], [3.721296, 5.832455, -3.461435], [3.924388, 3.029620, -4.367621], [4.471373, 4.521682, -5.116451], [1.832133, 3.102220, -5.252995], [1.767121, 4.839314, -5.446089], [4.756620, 4.479657, -7.140340], [4.523426, 3.685220, -9.682414], [1.996990, 2.672141, -9.935813], [0.877655, 2.866795, -7.517869], [0.106255, 3.944280, -2.458418], [1.497454, 1.121464, -0.440993], [-0.138924, 1.186892, 1.134927], [-0.583659, 2.460821, 0.052552], [-0.065109, 2.555137, 2.761664], [-1.310437, 4.339289, 2.886944], [-1.950548, 3.606286, 1.421605], [-0.796857, 4.952200, 1.334218], [5.814583, -0.247119, 5.518180], [4.477305, -0.348866, 4.870709], [4.318404, -1.193290, 4.009127], [3.623618, 0.424419, 5.246387], [6.463283, -0.997080, 5.082392], [6.185149, 0.757652, 5.338737], [5.671679, -0.415525, 6.581037], [-5.362606, 0.030643, 0.865942], [-4.018387, -0.562232, 0.628766], [-3.037946, 0.053712, 1.010180], [-3.971793, -1.632468, 0.058039], [-5.236743, 0.975888, 1.373441], [-5.837271, 0.169767, -0.097837], [-5.924369, -0.670296, 1.475194], [-9.692208, 2.113628, 1.294485], [-8.338755, 1.534109, 1.076978], [-7.378393, 2.170053, 1.467026], [-8.289100, 0.460383, 0.519130], [-9.579105, 3.065938, 1.797523], [-10.152071, 2.229999, 0.317997], [-10.252091, 1.407115, 1.899178], [-5.740883, -0.730353, -3.538096], [-6.898141, -0.135602, -2.814027], [-6.685297, 0.811220, -2.078986], [-7.979726, -0.638928, -3.004241], [-4.848675, -0.178846, -3.268089], [-5.671269, -1.770475, -3.234814], [-5.951257, -0.653055, -4.600227]],
  "atomic_forces_ev_per_a": [[-0.040, 0.126, 0.310], [-0.036, 0.306, 0.113], [0.684, 0.498, 0.041], [-0.473, -0.433, 0.253], [0.237, 0.177, -0.595], [-0.497, -0.349, 0.230], [0.090, -0.320, 0.324], [-0.182, 0.392, -0.432], [0.522, 0.278, 0.791], [-0.766, 0.331, -0.606], [0.076, -0.226, 0.247], [-0.391, -0.239, 0.423], [0.087, -0.373, 0.233], [-0.689, -1.921, -0.681], [0.315, 1.097, 0.257], [0.122, 0.333, 0.147], [-0.199, -1.242, -0.538], [0.065, 0.922, 0.251], [0.175, -0.157, -0.203], [0.371, 0.257, -0.248], [-0.450, 0.122, 0.369], [0.243, -0.402, -0.065], [-0.315, -0.036, 0.304], [-0.163, -0.056, -0.089], [0.234, 0.111, 0.066], [-0.187, 0.022, 0.107], [0.234, -0.114, -0.437], [-0.308, 0.079, -0.209], [0.009, -0.131, -0.122], [0.222, -0.085, 0.196], [0.128, 0.894, 0.013], [-0.061, 0.197, 0.529], [-0.169, -0.243, -0.240], [-0.018, 0.116, 0.197], [0.043, -0.093, -0.202], [0.015, -0.020, -0.152], [-0.023, 0.056, 0.021], [0.071, -0.229, -0.094], [-0.110, -0.282, 0.110], [-0.417, -0.107, -0.009], [-0.104, -0.170, -0.249], [0.259, 0.057, 0.145], [0.202, 0.210, -0.001], [-0.087, -0.052, 0.047], [0.025, -0.044, 0.063], [-0.011, 0.121, -0.093], [0.108, 0.019, 0.038], [0.068, 0.063, -0.227], [-0.104, 0.105, 0.050], [-0.078, -0.019, 0.175], [0.129, -0.153, -0.029], [0.015, -0.362, -0.184], [-0.117, -0.124, -0.282], [0.203, -0.276, 0.131], [0.104, 0.028, 0.075], [-0.129, 0.203, 0.139], [0.205, 0.143, -0.062], [0.105, -0.008, -0.182], [0.234, 0.120, -0.230], [0.070, 0.151, -0.016], [-0.075, 0.377, -0.278], [-0.183, 0.012, 0.619], [0.159, 0.121, -0.415], [0.124, 0.199, -0.033], [0.033, -0.336, 0.218], [0.079, 0.036, 0.049], [-0.211, 0.014, 0.096], [-0.069, -0.143, 0.157], [-0.102, 0.098, 0.037], [0.130, -0.070, -0.141], [0.063, -0.036, -0.035], [-0.192, 0.096, 0.074], [0.151, 0.237, -0.125], [0.056, 0.012, 0.000], [-0.019, 0.004, -0.097], [0.038, -0.031, -0.074], [-0.015, 0.052, 0.167], [0.038, 0.081, 0.096], [0.031, -0.093, 0.062], [-0.013, -0.094, -0.083], [0.126, -0.013, -0.208], [0.063, 0.050, 0.121], [-0.001, 0.032, 0.036], [-0.021, -0.056, -0.047], [0.032, -0.016, -0.130], [0.087, -0.138, -0.027], [0.036, -0.060, 0.123], [0.177, 0.120, -0.065], [-0.016, 0.031, -0.025], [-0.033, -0.022, -0.016], [-0.049, 0.036, 0.068], [-0.022, 0.072, 0.017], [0.237, 0.060, 0.152], [0.017, -0.008, -0.031], [0.044, 0.033, -0.007], [-0.041, 0.147, -0.086], [0.063, 0.012, 0.007], [-0.024, -0.079, 0.005], [-0.027, -0.075, -0.099], [-0.008, 0.148, 0.042], [-0.184, 0.093, -0.035], [-0.039, -0.017, 0.006], [0.007, -0.036, 0.117], [0.041, -0.002, 0.001], [-0.019, -0.078, -0.008], [-0.018, -0.048, -0.061], [0.125, 0.040, 0.035], [-0.028, -0.019, 0.019], [0.066, 0.052, -0.074], [-0.046, 0.001, -0.028], [-0.017, 0.022, 0.025], [-0.048, -0.021, -0.038], [-0.047, -0.061, -0.001]],
  "lowdin_charge": [-0.126, -0.257, -0.216, -0.232, -0.179, -0.219, -0.196, -0.182, -0.198, -0.185, -0.188, -0.171, -0.137, 0.067, -0.329, 0.203, 0.160, -0.354, -0.207, -0.206, -0.164, -0.149, -0.125, -0.099, -0.098, -0.096, -0.107, -0.953, 0.825, 0.889, -0.319, -0.202, -0.118, -0.132, 0.069, 0.067, 0.062, 0.104, 0.099, 0.113, 0.107, 0.098, 0.099, 0.102, 0.113, 0.084, 0.096, 0.084, 0.108, 0.098, 0.112, 0.099, 0.099, 0.110, 0.087, 0.103, 0.107, 0.080, 0.108, 0.101, 0.102, 0.115, 0.129, 0.157, 0.125, 0.124, 0.093, 0.064, 0.123, 0.112, 0.099, 0.103, 0.129, 0.102, 0.092, 0.092, 0.113, -0.110, 0.135, 0.111, 0.097, 0.089, 0.086, 0.084, 0.028, 0.060, -0.428, 0.055, 0.078, 0.097, 0.103, 0.107, 0.034, -0.430, 0.036, 0.055, 0.082, 0.059, 0.109, 0.057, -0.426, 0.060, 0.062, 0.095, 0.105, 0.103, 0.051, -0.440, 0.037, 0.085, 0.091, 0.103, 0.101]
}

---

2.
{
  "formula": "C20H20N6O3S3",
  "method": "ωB97M-V/def2-TZVPD",
  "homo_energy_ev": -8.445,
  "smiles": "Cc1ccc(N2C[C@@H](C(=O)Nc3nnc(SCC(=O)Nc4nc(C)cs4)s3)CC2=O)cc1",
  "e_tot_ha": -2523.01729,
  "gap_ev": 8.76,
  "charge": 0,
  "species": ["C", "C", "C", "C", "C", "N", "C", "C", "C", "O", "N", "C", "N", "N", "C", "S", "C", "C", "O", "N", "C", "N", "C", "C", "C", "S", "S", "C", "C", "O", "C", "C", "H", "H", "H", "H", "H", "H", "H", "H", "H", "H", "H", "H", "H", "H", "H", "H", "H", "H", "H", "H"],
  "xyz": [[-3.306745, -2.786186, 2.112958], [-1.929610, -2.600205, 1.555092], [-1.013578, -1.749902, 2.160466], [0.267232, -1.590364, 1.652272], [0.660091, -2.280497, 0.506667], [1.936012, -2.078941, -0.031622], [2.697847, -0.888130, 0.289442], [3.668802, -0.759292, -0.898381], [4.927638, -0.006334, -0.537462], [6.015013, -0.506742, -0.403587], [4.781476, 1.354727, -0.323472], [3.633475, 2.092644, -0.320570], [2.567960, 1.821094, -0.989836], [1.540035, 2.606334, -0.720449], [1.787924, 3.509520, 0.164384], [0.560259, 4.520480, 0.836087], [-0.838084, 3.414011, 0.473962], [-0.571145, 2.037764, 1.044302], [0.339168, 1.775134, 1.796334], [-1.431120, 1.049729, 0.650972], [-2.509931, 1.121154, -0.184183], [-3.009216, 2.185002, -0.704961], [-4.089395, 1.913257, -1.491898], [-4.786243, 3.035208, -2.177238], [-4.419121, 0.597526, -1.561780], [-3.343443, -0.366352, -0.614513], [3.446244, 3.496269, 0.747417], [3.907946, -2.219662, -1.265664], [2.605051, -2.907886, -0.889010], [2.238615, -3.991216, -1.274855], [-0.254554, -3.139303, -0.102925], [-1.522806, -3.292206, 0.419275], [-3.540063, -2.015190, 2.843285], [-3.383392, -3.756298, 2.603724], [-4.048906, -2.755552, 1.317522], [-1.290672, -1.214630, 3.058735], [0.948521, -0.927828, 2.161775], [3.252998, -1.024151, 1.227263], [2.033042, -0.029744, 0.386779], [3.167496, -0.231011, -1.712902], [5.618793, 1.814442, 0.016378], [-0.991548, 3.359566, -0.602378], [-1.720192, 3.855239, 0.936406], [-1.207102, 0.122511, 1.023202], [-4.094933, 3.545452, -2.845300], [-5.631728, 2.664311, -2.748558], [-5.134697, 3.757609, -1.441707], [-5.219142, 0.138765, -2.104986], [4.140123, -2.379326, -2.316472], [4.724168, -2.638571, -0.671839], [0.037719, -3.690877, -0.980106], [-2.216292, -3.961377, -0.068053]],
  "atomic_forces_ev_per_a": [[0.030, -0.091, 0.022], [0.016, 0.080, 0.072], [-0.034, -0.242, 0.009], [0.209, -0.134, -0.063], [-0.303, -0.092, 0.198], [-0.054, 0.282, 0.066], [0.066, 0.320, 0.085], [0.057, -0.434, -0.067], [-0.350, -0.091, -0.085], [0.217, -0.157, 0.008], [0.878, 0.248, 0.130], [-0.708, 1.002, 0.448], [1.368, -0.928, -0.568], [-1.142, 0.948, 0.303], [0.637, 0.064, -0.029], [-0.453, 0.364, 0.179], [0.666, 0.392, -0.026], [-0.070, 0.095, -0.021], [0.021, -0.099, 0.268], [0.210, -0.638, 0.337], [-0.677, -0.706, -0.413], [0.395, 0.481, 0.339], [-0.470, -0.710, -0.270], [0.048, -0.060, 0.037], [0.139, 0.171, 0.103], [0.155, 0.615, -0.031], [-0.564, -0.683, -0.527], [0.102, 0.089, -0.015], [0.402, -0.021, -0.279], [-0.093, -0.262, -0.096], [0.005, -0.121, -0.131], [0.099, 0.131, 0.126], [-0.078, 0.038, 0.039], [-0.081, -0.047, 0.060], [-0.111, 0.013, 0.004], [-0.035, 0.073, 0.073], [0.076, 0.103, 0.002], [-0.037, 0.069, -0.004], [0.070, -0.093, 0.046], [0.007, -0.117, 0.170], [-0.084, -0.218, -0.107], [-0.068, 0.017, 0.225], [-0.011, 0.021, -0.088], [0.019, 0.385, -0.121], [0.001, 0.071, -0.076], [-0.077, 0.048, -0.065], [-0.064, 0.081, 0.008], [-0.209, -0.061, -0.148], [-0.035, -0.061, 0.037], [-0.031, -0.039, -0.016], [0.028, -0.013, -0.052], [-0.082, -0.079, -0.092]],
  "nbo_charge": [-0.630, -0.034, -0.245, -0.271, 0.224, -0.461, -0.198, -0.339, 0.710, -0.568, -0.639, 0.229, -0.315, -0.304, -0.125, 0.322, -0.631, 0.707, -0.605, -0.645, 0.268, -0.509, 0.154, -0.629, -0.461, 0.371, 0.352, -0.487, 0.694, -0.597, -0.222, -0.201, 0.216, 0.223, 0.219, 0.220, 0.235, 0.191, 0.232, 0.267, 0.421, 0.282, 0.268, 0.444, 0.227, 0.218, 0.225, 0.240, 0.241, 0.250, 0.251, 0.214]
}